Entry 1:
16
Properties=species:S:1:pos:R:3 method="wB97M-V/def2-TZVPD" spin_multiplicity=1 relative_energy_kcal_mol=102.9 charge=0 lumo_energy_ha="0.004 / -0.001" energy_ev=-28683.7383 orbital_gap_ev="7.751 / 6.945"
C -0.44790 -0.67967 0.17273
C -1.58578 0.79708 1.19471
C 0.43465 -1.53898 0.96478
C -2.44558 1.63373 0.31751
C 1.58740 -0.61061 -1.84205
S -0.11906 -0.12826 -1.36076
Cl -2.41889 -0.03738 2.41829
H 1.46631 -1.17486 1.00951
H 0.45193 -2.52352 0.48863
H 0.04497 -1.64948 1.97314
H -3.35472 1.93962 0.83520
H -1.87854 2.51703 0.02176
H -2.72940 1.10391 -0.59223
H 1.71651 -0.27052 -2.86454
H 1.69565 -1.69079 -1.79342
H 2.29619 -0.11689 -1.18222



Entry 2:
17
Properties=species:S:1:pos:R:3 method="wB97M-V/def2-TZVPD" spin_multiplicity=1 relative_energy_kcal_mol=13.1 charge=0 lumo_energy_ha=0.027 smiles=S[C@H]1[C@H](CCl)C[C@@H]1S energy_ev=-39523.1096 orbital_gap_ev=9.744
C 1.06906 0.63751 -0.69931
C -0.42314 1.09255 -0.69791
C -0.58692 0.34566 0.60498
C -1.89275 -0.35593 0.77986
C 0.66907 -0.52504 0.19369
H 3.17879 0.01154 -1.68175
H 1.62397 1.41413 -0.14369
H -1.02668 0.58307 -1.46801
H -0.62238 2.20422 -0.71366
H -0.36871 0.95454 1.49317
H -2.75288 0.42817 0.79226
H -2.04274 -1.06742 1.63875
H 0.35165 -1.36252 -0.40474
H 1.41199 -2.22501 1.56451
S 1.97364 0.30282 -2.20218
S 1.83070 -0.97550 1.52071
Cl -2.39268 -1.46278 -0.57667



Entry 3:
16
Properties=species:S:1:pos:R:3 method="wB97M-V/def2-TZVPD" spin_multiplicity=1 relative_energy_kcal_mol=74.4 charge=0 lumo_energy_ha=0.022 energy_ev=-25728.5162 orbital_gap_ev=9.872
C 1.17602 -0.41120 -1.28033
C 1.32491 -0.96650 -0.12072
C 0.40041 0.81762 -1.52210
C -0.54996 1.05861 -0.30650
C -0.10662 0.42951 0.96435
Si -1.11349 -0.94094 1.64761
Cl -2.76911 -0.36554 2.72855
H 1.80985 -0.55833 -2.13501
H 1.95259 -1.87706 0.08727
H 1.04314 1.63221 -1.72126
H -0.24691 0.70511 -2.41252
H -0.55389 2.13106 -0.02709
H -1.51905 0.72724 -0.53690
H 0.52632 1.04797 1.48355
H -0.03877 -1.38579 2.55865
H -1.33545 -2.04397 0.59246



Entry 4:
18
Properties=species:S:1:pos:R:3 method="wB97M-V/def2-TZVPD" spin_multiplicity=8 s_squared=15.76 charge=+3 lumo_energy_ha="-0.474 / -0.472" energy_ev=-30769.1272 orbital_gap_ev="8.236 / 8.305"
H -1.65135 -0.34616 0.66079
O -0.88551 0.43056 -0.90607
O 0.83811 0.01844 0.46559
O 0.00094 2.12397 0.23721
C -2.06047 -0.31028 -0.48569
C 2.03063 0.39419 0.69710
C -2.33492 -1.49827 -1.34456
C 2.98132 -0.53638 1.23821
C -0.17793 0.92776 0.06519
H -2.86660 0.42728 -0.45605
H 2.30724 1.41002 0.38317
H -2.37440 -2.37794 -0.68763
H -3.31154 -1.39138 -1.83450
H -1.56081 -1.64031 -2.10752
H 3.86695 -0.48871 0.57533
H 3.34749 -0.10755 2.18915
H 2.59126 -1.55020 1.34816
Eu -0.74042 4.51496 -0.03787



Entry 5:
20
Properties=species:S:1:pos:R:3 method="wB97M-V/def2-TZVPD" spin_multiplicity=1 relative_energy_kcal_mol=0.0 charge=0 lumo_energy_ha=0.028 smiles="C[C@@H]1N(C)C=CN1S(=O)(=O)F" energy_ev=-25957.4425 orbital_gap_ev=9.255
C 0.14496 -0.94744 1.42180
C 1.34621 -1.43538 1.12339
C 0.54957 0.08101 -0.60789
C 1.18523 1.43875 -0.70144
C -1.76708 -0.30796 0.07111
N -0.38603 -0.08379 0.45529
N 1.83705 -0.97800 -0.10945
O 2.25968 -1.54806 -2.49570
O 2.88432 -3.18362 -0.75551
F 0.53026 -2.78288 -1.29644
S 2.05866 -2.13755 -1.22527
H -0.42778 -1.13177 2.31166
H 1.94805 -2.12564 1.67935
H 0.21882 -0.30308 -1.57478
H 1.60126 1.72634 0.25938
H 0.42643 2.16277 -0.99267
H 1.97007 1.42295 -1.45104
H -2.15580 0.59335 -0.40526
H -1.87741 -1.15323 -0.61903
H -2.34741 -0.50408 0.96994



Entry 6:
24
Properties=species:S:1:pos:R:3 method="wB97M-V/def2-TZVPD" spin_multiplicity=1 relative_energy_kcal_mol=121.8 charge=0 lumo_energy_ha=-0.023 smiles="O=C1OC[C@@H](F)O1.C[N+](=O)[O-].C[N+](=O)[O-]" energy_ev=-25350.2502 orbital_gap_ev=10.030
C -2.40872 -12.62954 19.09633
C -2.77972 -11.73106 18.05413
O -3.03163 -10.59361 18.93079
C -2.24401 -10.57607 20.03646
O -2.00291 -9.54132 20.66634
O -1.87129 -11.84527 20.21924
F -3.91377 -12.06365 17.39524
H -1.59786 -13.28063 18.76970
H -3.23497 -13.11548 19.61526
H -1.98780 -11.62232 17.31310
C -4.84301 -13.49475 20.41901
N -5.88560 -12.48528 20.01455
O -5.55648 -11.40436 19.62803
O -6.97127 -12.96678 19.99267
H -4.21527 -13.00118 21.16093
H -4.27572 -13.73819 19.52067
H -5.34480 -14.36190 20.84840
C -2.44512 -15.92544 17.67503
N -3.29976 -14.97564 18.36213
O -2.90206 -14.54702 19.40714
O -4.29416 -14.54095 17.86288
H -2.95331 -16.85381 17.41432
H -1.70944 -16.12142 18.45508
H -2.06575 -15.31812 16.85324



Entry 7:
16
Properties=species:S:1:pos:R:3 method="wB97M-V/def2-TZVPD" spin_multiplicity=1 relative_energy_kcal_mol=56.4 charge=0 lumo_energy_ha=0.028 energy_ev=-10093.3471 orbital_gap_ev=11.489
C 0.24564 -0.38151 -0.45676
C -0.85269 0.46854 -0.03969
C 0.22902 -1.87122 -0.57613
C 1.53047 0.37300 -0.27993
C -1.10758 1.45102 0.99452
O -0.68761 0.49800 -1.32596
F -2.11225 -0.76521 0.49169
H 0.71959 -2.21917 -1.58085
H -0.79905 -2.08358 -0.60511
H 0.80587 -2.26579 0.29859
H 2.43742 -0.17172 -0.27294
H 1.49940 0.98294 0.60754
H 1.58533 1.05437 -1.12570
H -0.90340 0.92114 1.88470
H -2.18067 1.70347 1.17920
H -0.40950 2.30573 0.80684



Entry 8:
16
Properties=species:S:1:pos:R:3 method="wB97M-V/def2-TZVPD" spin_multiplicity=1 relative_energy_kcal_mol=100.3 charge=0 lumo_energy_ha=0.036 smiles=OCC[C@H]1C[C@H]1F energy_ev=-10091.4441 orbital_gap_ev=10.781
C 1.83971 -0.63926 -0.02401
C 0.45507 -0.97161 0.58561
C -0.64728 -0.82408 -0.49778
C -2.05748 -0.39539 0.07867
C -1.19502 0.56032 -0.49369
H 1.02562 1.16841 -0.61612
H 2.72165 -0.89134 0.70127
H 1.79434 -1.25691 -0.89571
H 0.36996 -1.91899 0.60642
H 0.21788 -0.30916 1.57735
H -0.55442 -1.35649 -1.33273
H -2.52582 -0.33652 1.19625
H -2.81651 -0.73816 -0.45430
H -1.45196 0.97578 -1.40873
O 2.00096 0.87994 -0.26946
F -0.57316 1.24934 0.54324



Entry 9:
20
Properties=species:S:1:pos:R:3 method="wB97M-V/def2-TZVPD" spin_multiplicity=6 s_squared=8.75 relative_energy_kcal_mol=39.3 charge=0 lumo_energy_ha="-0.004 / -0.068" energy_ev=-49951.2698 orbital_gap_ev="8.100 / 7.513"
C 3.06844 -0.66688 -1.04339
C 1.70745 -0.87682 -0.41248
O 1.01589 0.32614 -0.10217
Fe 1.85918 2.03618 -0.05572
H 3.51522 -1.63625 -1.30442
H 2.98644 -0.08515 -1.97421
H 3.75880 -0.16881 -0.34499
H 1.81111 -1.48513 0.50241
H 1.08680 -1.48070 -1.09748
C -1.06211 -0.12762 0.43409
C -1.44182 1.34884 0.30761
O -2.75260 1.49843 0.82828
C -3.55764 0.43903 0.53018
O -2.86724 -0.64852 0.38935
O -4.68505 0.64623 0.12408
O -0.73961 -0.49493 1.70706
H -0.96131 -0.79299 -0.43148
H -1.43937 1.66868 -0.74228
H -0.76576 1.96742 0.91191
H -0.53682 -1.46714 1.77366



Entry 10:
20
Properties=species:S:1:pos:R:3 method="wB97M-V/def2-TZVPD" spin_multiplicity=1 relative_energy_kcal_mol=36.7 charge=+2 lumo_energy_ha=-0.377 energy_ev=-71322.8961 orbital_gap_ev=5.417
O 2.25700 -0.67941 0.65482
C 1.95335 -1.97715 0.44671
C 0.81341 -2.46098 -0.07941
O -0.35870 -1.80703 -0.28877
C -0.43038 -0.54776 -1.01792
C -1.62101 0.20737 -0.49369
O -1.15618 1.01937 0.62185
C -2.08933 1.91872 1.17994
Ga 0.77226 0.68019 0.31062
H 2.79307 -2.67499 0.52618
H 0.80645 -3.49477 -0.43442
H -0.57196 -0.77496 -2.08309
H -2.43408 -0.43199 -0.10876
H -2.01579 0.89166 -1.26214
H -1.57450 2.49377 1.95744
H -2.47480 2.60832 0.41330
H -2.92835 1.35743 1.61762
Mg 3.65000 0.61845 0.43872
O 2.37909 1.50088 -0.67875
H 2.23047 1.55288 -1.72026



Entry 11:
15
Properties=species:S:1:pos:R:3 method="wB97M-V/def2-TZVPD" spin_multiplicity=3 s_squared=2.01 relative_energy_kcal_mol=10.1 charge=0 lumo_energy_ha="0.024 / -0.022" energy_ev=-13425.6374 orbital_gap_ev="7.873 / 8.577"
C 0.42119 0.05179 -0.39162
C 0.56803 0.10204 1.58167
C 1.72831 -0.54342 2.21866
C -1.75323 -0.36074 -1.92953
C -0.74970 0.55680 -1.18064
I -0.14965 1.95756 2.21711
H 1.17410 -0.55575 -0.67076
H 1.65718 -0.14684 3.22446
H 1.79132 -1.63975 2.04570
H 2.69859 -0.11327 1.94113
H -2.64510 -0.55267 -1.44764
H -1.93060 0.10106 -2.92876
H -1.32446 -1.34853 -2.14665
H -0.21225 1.18966 -1.89963
H -1.27373 1.30205 -0.63352



Entry 12:
21
Properties=species:S:1:pos:R:3 method="wB97M-V/def2-TZVPD" spin_multiplicity=1 charge=0 lumo_energy_ha=-0.074 energy_ev=-41187.2345 orbital_gap_ev=5.650
O 0.42292 0.21592 3.88925
P -1.18344 -0.09012 3.93636
I -2.20547 2.10488 4.04534
C -1.38265 -0.50552 2.10557
N -0.63162 0.08550 1.22971
C -0.80887 -0.32522 -0.15234
C -1.46734 -1.68516 -0.08512
S -2.47206 -1.64046 1.46461
H 0.86471 -0.32820 3.22978
H 0.02653 0.81619 1.48206
H 0.20269 -0.52183 -0.51049
H -1.13215 0.43847 -0.86572
H -0.69953 -2.41038 0.17590
H -1.97531 -2.02987 -0.97442
C 2.26832 0.72464 -3.13705
C 1.13711 1.00286 -2.13872
O 1.45510 1.30431 -0.95802
O -0.03525 0.88087 -2.56772
H 3.24403 0.84421 -2.66932
H 2.18002 -0.29316 -3.51999
H 2.19226 1.41209 -3.97967



Entry 13:
17
Properties=species:S:1:pos:R:3 method="wB97M-V/def2-TZVPD" spin_multiplicity=3 s_squared=2.01 charge=0 lumo_energy_ha="0.012 / -0.072" energy_ev=-26307.8960 orbital_gap_ev="5.031 / 7.404"
C -1.82359 -1.98349 1.59690
C -1.64957 -1.08708 0.67014
C 1.53118 1.66726 -1.84977
C 0.44156 2.00349 0.39951
C 1.37845 1.31841 -0.61265
O -0.29166 -2.85146 -0.83803
S -1.05585 -1.45138 -0.85756
I 2.56074 -0.24692 0.26990
H -2.20826 -1.67359 2.58959
H -1.63750 -3.04964 1.45751
H -1.80656 -0.01423 0.62884
H 2.36031 1.37569 -2.49252
H 0.69867 2.29663 -2.25834
H 0.57268 -2.76052 -0.57818
H -0.59299 1.94650 0.06374
H 0.93773 2.97148 0.42648
H 0.58465 1.53886 1.38444



Entry 14:
20
Properties=species:S:1:pos:R:3 method="wB97M-V/def2-TZVPD" spin_multiplicity=2 s_squared=0.76 relative_energy_kcal_mol=126.6 charge=0 lumo_energy_ha="-0.032 / -0.034" energy_ev=-18410.3827 orbital_gap_ev="4.541 / 4.506"
C 0.98871 -1.34012 -1.34503
C -0.09699 -2.04359 -2.17860
O -1.35603 -2.07324 -1.64371
Li -1.86379 -1.83312 0.01975
H 1.78577 -2.09010 -1.57201
H 0.64306 -0.08726 -1.10936
H 1.90615 -0.84806 -0.98152
H 0.27645 -3.06369 -2.43831
H -0.08644 -1.54673 -3.17923
O 0.54238 -0.07121 0.99175
C -0.61612 0.04582 1.70241
C 0.88924 1.48141 0.57119
O -1.70734 -0.59385 1.41265
O -0.84675 1.36794 2.16605
C 0.01075 2.29627 1.51157
Tl -3.18168 1.02772 2.46098
H 0.79780 1.86541 -0.45138
H 1.94390 1.64947 0.84090
H -0.61826 3.00847 0.95954
H 0.58920 2.84846 2.26236



Entry 15:
15
Properties=species:S:1:pos:R:3 method="wB97M-V/def2-TZVPD" spin_multiplicity=2 s_squared=0.75 relative_energy_kcal_mol=10.2 charge=-1 lumo_energy_ha="0.155 / 0.154" energy_ev=-6818.2892 orbital_gap_ev="3.526 / 7.223"
C -0.29566 1.86690 1.33879
C 0.53749 1.12809 0.23687
C 0.02324 -0.29776 0.14536
C 0.33228 -1.25064 1.04171
C -0.06927 -1.23261 -1.97018
N -0.67978 -0.56675 -1.02058
H 0.22265 2.76892 1.68099
H -1.20092 2.21709 0.83390
H -0.57242 1.18596 2.13389
H 1.57192 1.10202 0.57144
H 0.39597 1.54863 -0.75487
H 0.97883 -1.06420 1.88652
H -0.20885 -2.18478 0.96157
H -0.36417 -1.46621 -2.99288
H 1.00061 -1.53057 -1.85107



Entry 16:
15
Properties=species:S:1:pos:R:3 method="wB97M-V/def2-TZVPD" spin_multiplicity=1 relative_energy_kcal_mol=10.8 charge=0 lumo_energy_ha=0.034 smiles=CC(C)CC#N energy_ev=-6820.5279 orbital_gap_ev=12.172
C -0.40877 1.49823 -0.31893
C -0.46362 0.11522 0.33367
C -0.77720 -0.99374 -0.69541
C 0.85732 -0.16918 1.11459
C 1.76092 -0.78960 0.14905
N 2.09029 -1.37522 -0.79293
H -0.21275 2.28792 0.41729
H -1.36242 1.73087 -0.80547
H 0.37808 1.53792 -1.08082
H -1.25403 0.13185 1.09668
H -1.50554 -0.63859 -1.42682
H -1.17719 -1.88190 -0.19317
H 0.10320 -1.31609 -1.28255
H 0.69930 -0.88270 1.93056
H 1.27240 0.74501 1.55425



Entry 17:
15
Properties=species:S:1:pos:R:3 method="wB97M-V/def2-TZVPD" spin_multiplicity=1 relative_energy_kcal_mol=53.3 charge=0 lumo_energy_ha=0.041 smiles="C=CC/C=C/N" energy_ev=-6818.6824 orbital_gap_ev=9.447
C -0.54045 0.59813 -0.12082
C -1.75360 0.04444 -0.23999
N -2.92226 0.83246 -0.21156
C 0.80405 -0.07336 -0.49390
C 1.39610 -0.77752 0.67482
C 2.67589 -0.66666 1.07259
H -0.54596 1.68910 -0.17108
H -1.94315 -1.02938 -0.30477
H -3.65642 0.33346 -0.69705
H -2.74790 1.67718 -0.74101
H 0.56017 -0.68615 -1.36652
H 1.39801 0.77138 -0.85419
H 0.80895 -1.62868 1.02241
H 3.06288 -0.74452 2.08612
H 3.40367 -0.33987 0.34495



Entry 18:
15
Properties=species:S:1:pos:R:3 method="wB97M-V/def2-TZVPD" spin_multiplicity=1 relative_energy_kcal_mol=43.5 charge=0 lumo_energy_ha=0.023 energy_ev=-6819.1091 orbital_gap_ev=9.162
C 0.49020 1.91983 -0.14058
C 1.25503 -1.71251 0.20434
C 0.39690 -0.49928 0.01693
C -0.96443 -0.66404 -0.41563
C -1.87682 0.14036 0.18049
N 0.81723 0.64970 0.44404
H -1.21338 -1.40029 -1.17026
H 0.23186 2.59919 0.67471
H -0.32187 1.89798 -0.87861
H 1.38182 2.32967 -0.62359
H 1.60246 -2.06553 -0.76809
H 2.12553 -1.47157 0.81205
H 0.70954 -2.51537 0.70024
H -2.89980 0.17618 -0.17390
H -1.73425 0.61566 1.13786



Entry 19:
15
Properties=species:S:1:pos:R:3 method="wB97M-V/def2-TZVPD" spin_multiplicity=1 relative_energy_kcal_mol=49.1 charge=0 lumo_energy_ha=0.033 energy_ev=-6818.8652 orbital_gap_ev=11.181
C -0.65705 1.45586 -0.31681
C -0.62393 0.04850 0.30312
C -0.85118 -1.03184 -0.77708
C 1.14477 -0.14273 1.27908
C 1.87237 -0.64462 0.14809
N 2.16214 -1.11576 -0.87043
H 0.04021 2.10006 0.21115
H -1.65094 1.93066 -0.26186
H -0.38523 1.44930 -1.38155
H -1.33743 -0.05802 1.12116
H -1.02289 -0.62576 -1.78890
H -1.66857 -1.73510 -0.57168
H 0.07540 -1.59275 -0.87635
H 1.32191 -0.84763 2.13225
H 1.58042 0.80983 1.64979



Entry 20:
15
Properties=species:S:1:pos:R:3 method="wB97M-V/def2-TZVPD" spin_multiplicity=1 relative_energy_kcal_mol=47.6 charge=0 lumo_energy_ha=0.035 smiles="C=C(C)C.C#N" energy_ev=-6818.9317 orbital_gap_ev=10.033
C -1.78200 -0.63499 1.83201
C 0.50469 1.22793 0.91531
C 0.48194 0.14431 0.13143
C -0.07567 0.37125 -1.26198
C 0.95980 -1.21337 0.57080
N -2.27359 -0.17842 0.90507
H -1.38976 -1.04267 2.70830
H 0.08570 2.13525 0.53097
H 0.71767 1.20394 1.95874
H -0.32450 1.42369 -1.24829
H -1.04223 -0.13096 -1.46982
H 0.61949 0.05563 -2.07639
H 1.53237 -1.17480 1.58042
H 1.81659 -1.71879 -0.01658
H 0.22396 -2.07376 0.51585